{
  "formula": "C16H26N4O5",
  "method": "wB97M-V/def2-TZVPD",
  "smiles": "CNC(=O)[C@H](CO)NC(C)=O.COc1ccc(C)cc1NC(=O)CN",
  "e_tot_ev": -33212.2317,
  "max_force_ev_per_a": 1.60,
  "homo_lumo_gap_ev": 7.95,
  "species": ["C", "N", "C", "O", "C", "C", "O", "N", "C", "C", "O", "H", "H", "H", "H", "H", "H", "H", "H", "H", "H", "H", "H", "C", "O", "C", "C", "C", "C", "C", "C", "C", "N", "C", "O", "C", "N", "H", "H", "H", "H", "H", "H", "H", "H", "H", "H", "H", "H", "H", "H"],
  "coordinates": [[3.18683, 2.22608, -3.70794], [1.95615, 1.65459, -3.16126], [1.67999, 1.17994, -1.93775], [0.63824, 0.54695, -1.82200], [2.63351, 1.31454, -0.71815], [1.87979, 1.35437, 0.62626], [1.11502, 2.53441, 0.77058], [3.66930, 2.37205, -0.74943], [3.45364, 3.68194, -0.87272], [4.67197, 4.57387, -0.88596], [2.33540, 4.16738, -0.96855], [3.20024, 2.09071, -4.79050], [4.06319, 1.72868, -3.29034], [3.22425, 3.29645, -3.49911], [1.19787, 1.51646, -3.81227], [3.17789, 0.37124, -0.71192], [2.60400, 1.30506, 1.44039], [1.22100, 0.48822, 0.70758], [1.50174, 3.22915, 0.20570], [4.62702, 2.07610, -0.65621], [5.30009, 4.32193, -1.73777], [5.22809, 4.44286, 0.04031], [4.34883, 5.61122, -0.96698], [-4.86267, -3.85938, -0.96013], [-4.22514, -2.78691, -0.25438], [-3.34387, -3.11951, 0.75659], [-3.37840, -4.34726, 1.44687], [-2.44543, -4.63037, 2.44849], [-1.45852, -3.69847, 2.77871], [-0.43828, -4.01890, 3.83689], [-1.43179, -2.47015, 2.10962], [-2.37607, -2.16075, 1.11643], [-2.40069, -0.94792, 0.41249], [-1.93612, 0.30032, 0.79652], [-1.36102, 0.47208, 1.86628], [-2.18618, 1.49010, -0.16006], [-1.74216, 2.81759, 0.33296], [-5.33147, -3.47385, -1.87014], [-4.13615, -4.62598, -1.25022], [-5.64088, -4.31709, -0.34146], [-4.12821, -5.09661, 1.22032], [-2.48491, -5.58336, 2.96749], [0.09364, -3.11686, 4.15452], [0.29155, -4.73537, 3.44880], [-0.92740, -4.45549, 4.71309], [-0.66182, -1.75241, 2.36778], [-3.00783, -0.95302, -0.40083], [-3.25662, 1.53467, -0.38052], [-1.66672, 1.26962, -1.09532], [-0.86846, 2.70816, 0.87090], [-1.60245, 3.47290, -0.43368]],
  "forces_ev_per_a": [[-0.316, 0.058, 0.356], [1.130, 0.643, -0.861], [-0.899, -0.403, 0.217], [0.249, 0.105, 0.850], [0.084, 0.117, 0.262], [-0.419, 0.356, -0.407], [0.252, -0.280, 0.101], [0.084, -1.169, -0.211], [-0.049, 1.131, -0.092], [-0.111, -0.073, -0.026], [-0.313, 0.016, -0.143], [-0.078, -0.075, 0.138], [-0.050, 0.089, -0.092], [0.209, 0.027, -0.044], [0.021, -0.131, 0.163], [0.174, -0.099, -0.071], [0.313, -0.144, -0.033], [-0.057, 0.105, -0.088], [-0.314, -0.052, 0.059], [-0.060, -0.043, 0.008], [0.204, 0.009, 0.003], [0.175, -0.001, -0.013], [0.002, -0.176, 0.006], [0.129, -0.051, 0.320], [0.116, -0.110, -0.215], [0.012, -0.904, 0.499], [0.269, 0.465, -0.161], [0.005, 0.521, -0.313], [-0.388, 0.097, -0.299], [-0.010, 0.109, 0.010], [-0.296, -0.247, -0.118], [0.119, -0.092, 0.221], [-0.288, 0.935, -0.818], [0.550, 0.595, 1.381], [-0.206, -0.201, -0.911], [0.259, 0.295, -0.346], [-0.175, -0.971, 0.859], [0.195, 0.268, 0.310], [-0.007, 0.085, 0.112], [0.067, 0.013, -0.041], [0.017, 0.153, -0.110], [-0.040, 0.084, -0.054], [-0.050, -0.168, -0.040], [0.000, 0.031, 0.144], [0.153, 0.003, -0.080], [-0.242, 0.052, -0.107], [0.182, -0.078, 0.191], [-0.058, -0.102, 0.021], [-0.050, -0.426, -0.114], [-0.599, 0.120, -0.605], [0.101, -0.485, 0.182]],
  "mulliken_charge": [-0.812, -0.161, 0.518, -0.697, -0.421, -0.365, -0.528, -0.103, 0.885, -1.367, -0.717, 0.365, 0.285, 0.203, 0.292, 0.425, 0.319, 0.070, 0.406, 0.258, 0.350, 0.389, 0.350, -0.898, -0.460, 0.868, -0.515, -0.884, 0.395, -1.450, -0.303, 0.217, -0.066, 0.491, -0.639, -0.507, -0.760, 0.256, 0.398, 0.318, 0.306, 0.380, 0.340, 0.296, 0.358, 0.334, 0.269, 0.446, 0.264, 0.341, 0.261]
}

{
  "formula": "C16H26N5O3SV",
  "method": "wB97M-V/def2-TZVPD",
  "total_charge": 4,
  "e_tot_ev": -67088.5803,
  "max_force_ev_per_a": 0.67,
  "homo_lumo_gap_ev": 8.09,
  "species": ["V", "C", "C", "N", "C", "C", "N", "C", "C", "N", "C", "C", "N", "C", "C", "C", "C", "C", "C", "C", "N", "H", "H", "H", "H", "H", "H", "H", "H", "H", "H", "H", "H", "H", "H", "H", "H", "H", "H", "H", "H", "H", "H", "H", "C", "S", "O", "O", "O", "H", "H", "H"],
  "coordinates": [[-0.12466, -0.37058, 0.14816], [2.63084, 0.31073, 3.46509], [1.96220, 0.00006, 2.18205], [0.71386, 0.12558, 1.91851], [-0.37634, 0.74541, 2.67239], [-0.64813, 2.06211, 1.94570], [-0.45687, 1.77131, 0.48294], [-1.49593, 2.30327, -0.44723], [-2.65065, 1.33502, -0.45410], [-2.12511, -0.07109, -0.56088], [-2.23998, -0.71923, -1.90681], [-1.03868, -0.35983, -2.74688], [0.16197, -0.49708, -1.88623], [1.34102, -0.71538, -2.37484], [1.70044, -0.83664, -3.80312], [2.39664, -0.77217, -1.32743], [3.74304, -1.03019, -1.51140], [4.58182, -0.99389, -0.39911], [4.06265, -0.68466, 0.85727], [2.70822, -0.43300, 0.96499], [1.90416, -0.48570, -0.11467], [1.93957, 0.31948, 4.30405], [3.10558, 1.29687, 3.39505], [3.42575, -0.40796, 3.66745], [-0.19041, 0.82962, 3.74287], [-1.25312, 0.09122, 2.56859], [0.05124, 2.83825, 2.25410], [-1.65644, 2.42507, 2.13661], [0.42529, 2.20751, 0.21329], [-1.03828, 2.38402, -1.43401], [-1.81022, 3.30610, -0.15271], [-3.34434, 1.54323, -1.26885], [-3.21760, 1.39956, 0.47548], [-2.70177, -0.63414, 0.06070], [-3.17102, -0.42333, -2.39098], [-2.27146, -1.79593, -1.74294], [-1.08110, 0.66581, -3.12070], [-0.98263, -1.02440, -3.60712], [2.21990, 0.08148, -4.10809], [0.85159, -0.97553, -4.46404], [2.40543, -1.65687, -3.95112], [4.14362, -1.24601, -2.49302], [5.64132, -1.18996, -0.51383], [4.71195, -0.62952, 1.72130], [-1.89039, -6.20986, 2.20995], [-0.84652, -4.79109, 2.47516], [0.41100, -4.82011, 1.85289], [-1.35194, -3.79426, 3.32390], [-0.56242, -1.77405, 0.65805], [-1.56526, -6.92772, 2.97820], [-1.66253, -6.58488, 1.21126], [-2.91661, -5.88542, 2.38422]],
  "forces_ev_per_a": [[-0.235, -0.043, -0.108], [0.004, 0.021, 0.002], [0.020, 0.038, -0.011], [-0.003, -0.029, -0.056], [-0.045, -0.123, 0.090], [0.004, 0.016, 0.000], [-0.121, -0.026, 0.076], [0.043, 0.043, -0.013], [-0.012, -0.018, 0.020], [0.014, 0.043, -0.064], [-0.011, 0.035, -0.009], [0.011, 0.008, 0.001], [0.116, -0.127, 0.021], [0.000, 0.052, -0.004], [0.007, -0.003, -0.008], [-0.004, 0.047, 0.015], [0.013, 0.017, 0.002], [0.003, 0.001, -0.017], [-0.006, 0.020, 0.010], [0.012, 0.026, -0.010], [-0.008, -0.173, 0.030], [-0.004, 0.015, -0.003], [0.016, -0.009, -0.008], [-0.017, -0.015, 0.013], [0.141, 0.111, -0.033], [0.020, -0.029, 0.024], [-0.025, 0.023, 0.000], [-0.014, -0.032, -0.005], [0.027, -0.063, -0.009], [0.005, 0.012, 0.005], [-0.011, -0.004, 0.001], [0.006, 0.008, -0.002], [-0.006, -0.005, -0.002], [0.026, -0.031, -0.002], [0.001, -0.009, -0.007], [0.003, 0.000, 0.009], [0.002, 0.003, 0.010], [-0.008, 0.010, -0.007], [0.008, -0.004, 0.005], [-0.002, 0.009, 0.001], [-0.011, -0.009, 0.000], [-0.002, -0.001, 0.001], [-0.001, -0.002, 0.001], [-0.002, -0.002, 0.003], [0.073, -0.038, 0.116], [-0.043, -0.455, 0.271], [-0.062, 0.015, -0.106], [-0.080, 0.032, -0.097], [0.168, 0.631, -0.126], [0.005, 0.001, 0.005], [-0.014, 0.008, -0.007], [-0.002, 0.006, -0.020]],
  "mulliken_charge": [-0.480, -1.819, 0.471, 0.453, -0.554, -0.748, -0.182, -0.672, -0.558, -0.218, -1.117, -0.609, 0.477, 0.872, -1.644, 1.016, -0.765, -0.817, -0.801, 1.011, 0.456, 0.409, 0.380, 0.513, 0.640, 0.159, 0.441, 0.400, 0.313, 0.359, 0.468, 0.377, 0.427, 0.396, 0.477, 0.395, 0.332, 0.631, 0.387, 0.428, 0.479, 0.453, 0.498, 0.460, -0.718, 1.146, -0.315, -0.311, -0.582, 0.420, 0.382, 0.385]
}